No. 1
A molecular structure, C44H62IO3P2SSiV. Source: the OMol25 dataset; level of theory: the ωB97M-V functional and the def2-TZVPD basis.

Geometry (Å):
O -0.1111 0.4790 -2.4130
H -1.1946 3.8770 2.3518
H 4.7519 -2.5408 -3.1489
H 0.0940 5.9011 1.7795
C 3.5172 -4.1323 -4.9745
H 0.0598 -5.2265 -1.0052
C -0.6504 -4.7882 3.0501
C -0.0360 3.4425 0.5697
C 2.1628 4.6693 0.4812
H -5.1414 -4.5937 1.2229
H 2.6606 -4.8003 -5.0549
H -5.1880 -0.5277 0.0654
S 1.2971 0.8797 -2.4260
H -3.0030 -1.5556 1.9125
H -2.6741 -4.3438 0.6818
H -6.4596 -2.5365 1.4322
H 3.2149 4.5745 0.1995
H -1.6867 -5.0865 -1.2990
H -1.3222 -4.6220 -4.9850
H 0.4728 5.3434 3.4129
C -0.5258 -3.2442 -1.6098
H -4.2440 -3.4577 2.2272
H -4.9580 1.2525 -2.7111
H 1.3034 -2.7216 -5.6671
C -2.6990 3.9758 -1.0926
H -0.4285 -2.4932 -3.6317
H -4.4820 5.0840 -1.5605
C -0.5478 -3.8933 4.0995
H 4.2484 -4.5818 -4.3063
H 0.2967 2.9760 2.6502
H -0.5359 -4.2491 5.1218
H 1.9616 -0.6143 3.6762
H -4.7532 2.7255 3.2987
H -2.8190 -2.9637 -4.2186
H -3.2049 -2.0055 -1.0831
P -0.9653 -2.1449 -0.1329
C -0.4544 -2.0553 2.5298
C -3.3519 -1.2894 0.9119
H -3.4640 1.5406 -3.6060
C -1.1825 -2.6114 -2.8531
C 0.5703 5.0992 2.3517
H -5.8803 -2.6977 -0.2246
C -2.8614 -2.3244 -0.0912
C -0.6908 -4.3263 1.7421
H 1.8911 1.0676 3.1824
H -0.7095 -5.0508 0.9412
I 2.4263 -2.0934 0.1849
C 1.4377 3.3614 0.1760
C -4.6134 -3.6349 1.2165
C -2.2887 -3.4893 -3.4207
H 3.9281 -0.4435 -2.1669
C 3.0725 -2.7957 -4.4542
H -0.4073 -6.3234 -3.1196
H -2.1461 4.6447 -1.7598
C -4.8740 -1.1499 0.9078
H -3.7312 3.8229 -3.5605
H -2.7656 0.5376 -1.5700
C -1.6759 -4.7842 -3.9632
C 2.0420 5.0217 1.9601
H -0.2645 -1.8534 4.6473
H 1.9198 2.5437 0.7232
H -3.8463 1.1393 4.9656
H -1.8256 -0.1666 4.4272
H -0.7033 -5.8523 3.2426
C -4.3779 3.3397 -2.8261
H 0.5552 -3.0728 -1.6957
H -3.6177 3.0469 1.1677
C 1.8807 -2.2273 -4.8959
C -4.0380 1.8435 -2.7282
C 3.3525 -0.9509 -2.9253
C -5.5646 -2.5181 0.8066
H -2.8990 -0.3280 0.6642
H 0.4311 -4.8104 -3.4477
H 1.7275 5.4727 -0.1214
C -2.1253 2.5486 -1.2309
C -3.8508 2.1656 3.0806
H -1.4672 2.5185 -2.1109
O 1.5458 2.0944 -3.1770
H -1.5562 -1.6098 -2.6172
C -1.5139 0.7531 2.5307
V 0.4067 -0.2456 -0.3092
H 1.5281 3.1550 -0.8936
C -0.4113 -2.5421 3.8280
C -4.1763 4.0368 -1.4874
C -0.5046 -5.2361 -3.0804
H -3.8942 1.4826 -0.6023
H -3.7918 -4.1939 -0.6789
C 3.8185 -2.1237 -3.4952
C -3.3491 1.2725 4.0127
C -3.2309 1.5222 -1.4691
C 1.2868 0.2107 3.4681
H -4.8046 3.5673 -0.7279
C 2.1207 -0.4557 -3.3029
C -3.1961 2.3487 1.8736
H 2.5409 5.9744 2.1656
C -0.7015 -4.7677 -1.6380
C -2.0147 1.6645 1.5953
H -2.5801 4.3647 -0.0783
O 1.8674 0.9094 -1.0835
H 3.9692 -4.0409 -5.9630
H 2.5369 4.2512 2.5547
P -0.9689 1.8527 0.0925
C -0.6461 -2.9621 1.4769
Si 0.0487 -0.2601 2.0384
H 0.4696 -0.6143 -4.6187
C -3.4400 -3.7111 0.2369
C -2.1999 0.5596 3.7197
H -3.0173 -3.7206 -2.6438
C 1.4083 -1.0608 -4.3203
H -5.1776 -0.6324 1.8219
H -2.4414 -5.5644 -4.0038
H 0.7640 0.4724 4.3837
H -5.4073 3.4709 -3.1648
H -0.4841 4.2593 -0.0107
C -0.1458 3.7815 2.0571

total charge	-1
2S+1	2
electronic energy	-4551.79807	hartree
⟨S²⟩	0.77

Mulliken atomic charge list, values in e, 5 entries: -0.815 0.064 0.347 0.366 -1.585

---

No. 2
10 unconnected molecules or ions with the total composition C44H65INO29S. Source: the OMol25 dataset; level of theory: the ωB97M-V functional and the def2-TZVPD basis.

Geometry (Å):
H 9.1941 2.9725 -2.8569
C -9.1642 -1.9932 7.0279
H 4.6874 -4.3563 -6.9093
C -1.4134 -2.5732 3.9450
C 0.7529 -1.2362 0.2223
O 1.7804 -2.3747 -4.5197
H 2.6087 -5.5041 -6.6256
H -0.0903 -3.5374 2.3568
C -0.3148 4.5002 -2.2019
H -8.4049 1.4137 3.4087
H 3.1454 2.3040 4.4310
H 2.6872 2.9753 2.1338
H -2.4352 0.8962 3.7782
O -3.7289 8.3110 -3.8473
H -0.4158 -1.9443 4.0750
H -3.9002 6.2876 -5.7762
C -3.4433 7.2791 -5.8627
C 3.1437 -5.2660 -5.7003
C -3.4231 0.0860 6.7526
H 4.9635 -3.7310 1.0761
O -1.1409 5.1205 -1.2346
C -2.2818 0.2080 2.8575
H -4.7296 0.5275 5.0882
H -3.3176 -0.9287 6.3549
C 0.1613 2.2200 3.5899
C -2.4115 5.1112 -1.7336
H 5.4387 1.6836 4.9094
C -2.4697 7.7886 -3.9180
C 7.1076 3.1920 -3.3778
H 4.2294 -1.1557 -4.1312
C -9.4950 0.8665 1.6214
O 5.0710 -5.8000 1.0209
C -1.1082 -3.8376 2.8954
H -9.4188 0.0977 0.8452
C -0.9915 3.3153 3.1954
H 0.6689 4.9766 -2.2344
H 3.5036 -6.1945 -5.2487
O -2.4249 4.7219 -3.0420
H -0.9192 3.8606 -4.1762
O 3.5893 -3.0286 -5.7574
O 2.2617 -4.5905 -4.8235
H 0.4171 3.4833 1.3331
H 2.9446 0.4691 3.9853
H 0.8183 -2.0962 -0.5741
O 5.2309 -6.8308 -8.0405
H -1.5612 -1.7249 0.7214
H -2.0929 3.0025 3.4082
H -1.5875 -3.0868 5.0081
C 4.5956 -4.5776 0.4901
H -0.1909 3.4451 -1.9366
H 2.8712 -2.0403 -1.3553
O -10.1936 -2.0622 6.0595
H 8.3463 1.4329 -3.1474
H -7.6794 0.0735 2.4862
H -3.2842 7.5061 -6.9204
H -7.4546 -0.6709 6.9824
H 6.9344 2.8892 -4.4141
C -8.2306 1.0143 2.4041
C 8.2409 2.4477 -2.7496
H 7.2499 4.2773 -3.3431
H 2.7088 -4.3849 1.5318
C 2.0059 -0.2440 0.6550
H -4.0714 9.3319 -5.5917
O -5.8397 -0.0688 9.1502
O 4.2002 -7.9149 1.0529
H -3.0564 0.5083 2.0010
C -0.7996 0.1899 2.1759
C -4.2383 8.3363 -5.1675
H 5.2116 -9.4115 -6.9525
H -0.9052 -4.8508 3.4532
C 5.9967 -8.9210 -7.5378
H 4.5076 -8.4931 -9.0453
C 5.4442 -8.0902 -8.6501
H 3.9241 1.7896 1.3581
C 2.4815 -3.2538 -4.9920
C 3.0279 0.0537 -2.4886
O -8.7435 -0.4821 5.3703
H 1.1329 2.8974 3.7463
C -5.1607 0.1243 8.1556
H -4.4141 1.9157 6.1591
H 6.1551 -7.9682 -9.4740
C -0.6598 -0.9962 1.0006
H 5.3039 -0.0196 -3.0807
O 6.6528 -7.9725 -6.7180
O -3.8013 0.0060 8.1140
O 2.9133 -6.1193 0.4582
C 1.7382 0.9306 1.8171
C 6.0705 -6.7630 -6.9663
H 5.0321 -4.3573 -5.1616
O 5.8243 2.2928 -0.3520
H -5.3106 8.1224 -5.1734
O 6.0023 2.8497 -2.5633
O 3.3425 -0.3895 0.0851
H -0.7848 4.2652 3.8896
H 5.2297 -0.0107 4.1112
H -8.4757 -2.8306 6.8725
O -7.4942 1.9638 1.6564
C -1.0780 4.6832 -3.4736
O -9.6429 2.1295 1.0008
C -9.8300 -1.2372 5.0344
S -2.8723 -1.5189 3.4272
C 3.1105 -4.7224 0.5706
H -2.4698 0.6108 6.6453
O -8.1301 3.6988 0.3076
H -9.0042 0.1469 7.3039
H 2.5961 -4.1921 -0.2356
H -10.3553 0.6442 2.2586
O -3.4057 5.4122 -1.0943
O 6.2736 -5.7537 -6.3124
O 2.9516 1.4512 -2.0252
H 4.2077 0.7874 -4.4302
H 2.0213 -0.2822 -2.9920
O 7.8626 2.3677 -1.3882
N 0.3790 1.1243 2.5275
H -1.9200 -3.9145 2.0507
I -0.0886 1.3600 5.6376
H 5.7547 1.4623 2.9711
O -5.6617 0.4881 6.9389
C 4.2456 -0.0711 -3.6276
C -8.5243 -0.6706 6.7557
C 3.5239 1.4701 3.6899
C 6.5033 2.4860 -1.3467
H 4.9506 -4.4778 -0.5411
C 4.2411 -4.2746 -5.9144
H 6.7001 -9.6786 -7.8940
O -1.6749 7.7772 -2.9929
H -1.4720 3.2838 0.9104
C 4.0724 -6.7171 0.8612
O -10.4016 -1.1829 3.9583
O -2.2157 7.2796 -5.1590
H -0.7308 4.9706 1.5290
C -8.3986 2.6868 0.9334
H 4.5575 -1.2359 -1.4264
C 3.0804 1.8480 2.1596
C 5.1164 1.1590 3.9040
H 3.9204 1.7564 -2.0164
C -0.6985 3.7818 1.6345
C -4.5564 0.8304 6.1245
H -0.8390 5.6285 -3.9723
C 3.4017 -0.9906 -1.2352
H -9.5773 -2.0555 8.0384

total charge	+1
electronic energy	-4647.54939	hartree

Mulliken atomic charge list, values in e, 5 entries: 0.314 -0.410 0.336 -0.368 -0.245

---

No. 3
A molecular structure, C44H65N2RuSSi2. Source: the OMol25 dataset; level of theory: the ωB97M-V functional and the def2-TZVPD basis.

Geometry (Å):
C 8.0037 10.0177 15.8976
C 15.4058 14.3857 13.0818
C 17.7717 14.9634 14.9206
H 7.6206 11.0358 15.9568
H 18.3324 9.9132 11.8783
C 15.5173 13.9548 7.6565
H 14.2894 15.2980 15.1162
C 14.9274 13.7578 8.8884
C 19.0561 10.1505 13.9910
H 17.6113 6.4858 11.8573
N 12.4881 12.1093 14.5016
C 15.5861 9.0237 15.1973
C 9.7789 12.4696 14.4330
H 14.7350 8.4630 12.4081
C 12.0800 12.3945 11.2458
H 13.3758 15.5170 11.5753
H 14.8226 6.6275 14.0780
H 8.6751 9.9036 11.8919
C 18.9684 10.5515 12.5015
H 14.2083 13.8045 16.0638
H 16.4418 16.6396 15.1895
H 14.3893 9.0416 19.0759
H 14.3169 12.1197 17.0562
C 16.9588 15.9028 15.8215
C 17.6540 9.8690 14.5552
H 17.7299 13.2392 10.7561
H 10.0467 11.9698 10.9428
H 10.4491 7.9094 13.4737
H 8.9606 7.3189 14.2734
H 13.8616 13.8171 9.0008
H 17.2026 10.2823 18.5430
H 16.3656 6.2186 14.8754
H 16.3680 11.1874 12.0762
C 14.8874 8.9017 18.1124
H 13.6577 11.3122 18.4729
H 16.1751 8.9601 11.5287
C 15.3155 11.3641 12.2297
H 17.7104 11.2943 16.2062
H 19.9587 10.5610 12.0277
H 16.6009 11.8849 18.0096
H 19.8220 8.5746 15.2511
C 12.6478 14.7436 11.3968
H 18.7649 14.7283 15.3183
H 13.2670 10.7007 16.8241
H 14.1736 8.3859 17.4679
H 21.0370 9.2434 14.1580
C 16.3170 10.9137 18.4299
C 15.8853 10.0510 16.1278
H 17.9813 15.4572 13.9859
H 20.7021 11.4125 14.2843
C 14.8829 14.4845 15.5396
S 12.5748 9.5413 14.3647
H 7.5423 11.0215 12.6937
H 15.2960 15.7434 17.2173
H 14.9330 14.1624 6.7794
C 10.6005 13.5777 14.5225
H 15.8425 11.0830 19.4242
H 17.4433 13.0167 13.9455
C 19.7381 11.2767 14.7565
H 14.6830 10.7012 11.5877
C 17.1682 10.5592 15.6656
C 16.9247 13.9543 7.5349
C 19.9838 8.9520 14.2497
C 11.9532 13.3417 14.5361
C 10.7650 12.7585 11.0580
C 9.7724 8.0806 14.3026
Si 9.0200 9.7886 14.3180
H 16.3006 14.3297 17.1605
C 15.7114 8.1580 12.0801
H 14.6473 15.1587 13.1417
C 13.0521 13.3998 11.4241
H 14.8351 8.2983 15.3842
Si 14.8942 13.1151 11.7113
H 9.3460 14.3757 10.8878
C 16.6730 8.8526 14.2649
H 7.2096 9.2772 12.6408
H 19.8127 8.1388 13.5278
H 18.7907 13.7041 8.5796
C 17.6945 13.6919 8.6721
N 15.5743 13.7847 14.4447
H 11.0783 16.1408 11.1875
C 10.2781 11.1838 14.3358
C 11.6848 11.0251 14.4071
Ru 14.7306 11.0894 14.3238
H 8.6663 9.8745 16.7559
C 15.8547 15.1152 16.5401
H 18.4057 7.9983 12.1169
C 17.8792 7.2212 12.6396
H 17.6105 16.4990 16.4752
H 17.1650 13.0377 15.6097
H 18.5729 6.7421 13.3185
C 10.3825 14.1018 11.0425
H 19.8799 11.0446 15.8246
H 15.9849 5.6026 13.2604
C 8.0220 10.0179 12.7457
C 15.6888 13.4856 10.0339
C 17.0764 13.4506 9.8980
H 15.6128 7.2764 11.4075
H 10.3426 7.9516 15.2188
C 17.0260 13.6423 14.7170
H 7.1613 9.3102 15.9476
C 11.3288 15.0959 11.2085
C 15.2729 10.2423 17.5125
C 16.5572 7.7261 13.2598
H 12.6262 14.2030 14.5294
H 18.5739 11.5816 12.4379
H 19.2328 12.2109 14.6958
H 16.3204 14.8737 12.7251
H 10.1838 14.5662 14.5456
H 15.7745 8.2970 18.2158
H 12.3898 11.3325 11.2901
H 17.4275 14.1674 6.6068
C 15.9038 6.4699 13.9094
C 14.0231 11.1471 17.4527
H 8.7056 12.5954 14.4208

2S+1	6
ΔE to the lowest compared entry with this formula, charge and spin	0.00	kJ/mol
⟨S²⟩	8.78

Mulliken atomic charge list, values in e, 5 entries: -1.096 -0.976 -1.001 0.349 0.043

---

No. 4
6 unconnected molecules or ions with the total composition C44H65N5O4. Source: the OMol25 dataset; level of theory: the ωB97M-V functional and the def2-TZVPD basis.

Geometry (Å):
H 5.9038 -0.4411 -1.5511
C 6.1644 -2.4806 5.9624
C 9.4222 0.1380 -0.8681
H 3.3020 0.3837 -6.3136
N 4.6628 -2.5507 1.1627
N -1.0795 -2.1858 2.0970
H -5.5416 2.5354 -2.3677
O -9.3977 -2.3090 -0.1192
C -9.1899 -3.3865 0.7659
H -8.7405 3.0254 3.2771
C 5.0522 -1.9270 7.9934
H -4.4202 -2.3080 1.7886
H 5.0632 -1.9753 -1.3533
C -2.1278 -1.8834 4.2288
O 4.3638 -0.8431 -2.8901
C 10.7861 0.3877 -0.8438
H -9.4986 3.7533 -1.4815
C -8.4768 -0.5789 -1.5050
C -3.5883 2.5189 -3.2508
H 2.2032 -4.3336 3.5542
O 3.6277 0.7111 -4.3562
H -0.5751 2.4862 -2.8538
H 6.7891 -2.2152 5.1163
C 4.9462 -4.0904 7.0056
H 5.0184 0.5365 -5.8716
C 9.6373 -1.6823 0.4733
C -4.7408 1.8156 -2.5389
H -0.1555 4.8640 -1.1758
H 6.1650 -3.5596 2.1271
C -10.2347 3.5068 1.8015
H 6.3011 -1.8616 -3.9723
H -0.0133 -1.9030 3.8259
H -1.6709 5.2879 -2.7600
H 12.6669 -0.3026 -0.0652
H -4.2765 -1.9261 4.2540
H 1.3672 -2.7471 1.8076
H 3.9477 -3.5748 8.8347
C 4.5827 -3.2299 8.0304
C -2.8928 3.5488 -2.3761
H -4.3723 1.4678 -1.5747
H -9.3015 0.0455 -1.1641
H 8.7539 0.7815 -1.4313
H 11.1986 1.2264 -1.3875
H -6.9291 2.8731 1.5774
H -4.8050 -0.2868 -2.9959
H -8.7845 -1.0488 -2.4364
C -3.4648 -2.2072 2.2832
C -8.2137 -1.6238 -0.4483
H -2.0133 -1.7207 5.2916
H 7.5202 -1.5297 -2.7052
C 2.4249 -2.9527 1.9218
C 5.8607 -1.5419 6.9369
H 4.1151 -0.9539 -5.4873
H -7.2445 1.3878 -3.5609
C -10.4493 3.7154 0.4493
C 2.8924 -3.8319 2.8862
C 11.0119 -1.5211 0.5645
C -3.3810 -1.9977 3.6500
C -1.0128 -1.9861 3.4108
H -7.8070 -1.1255 0.4405
C 3.3507 -2.3375 1.0918
H 0.2841 3.7352 -3.7141
C 4.2555 -4.0632 2.9768
C -1.7301 4.2546 -3.0929
H -3.6275 4.2738 -2.0254
H -3.9726 2.9958 -4.1533
C -9.3703 3.6025 -0.4150
H -9.0019 -4.3038 0.2076
C 2.6786 2.9461 -1.2369
H 2.0795 4.4068 -2.6542
H -5.0435 0.7727 -4.3899
H -8.3326 -3.2050 1.4174
H 2.1093 2.2677 -0.5937
C -2.2890 -2.2903 1.5539
C -7.2235 0.2911 -1.7254
H -7.4476 -2.3205 -0.8094
O 3.1154 2.2794 -2.4041
C 4.2724 1.5010 -2.1891
C 6.5484 -1.9636 -2.9202
N 8.8456 -0.8745 -0.2262
H -2.5171 3.0325 -1.4908
H -11.0507 3.5833 2.5082
C -5.2928 0.6259 -3.3396
H 2.1071 4.9877 -1.0142
C -0.3793 3.5592 -2.8712
N 5.7225 -3.7351 5.9851
H -6.3855 -0.1568 -1.1838
H -11.4315 3.9584 0.0685
H 3.0250 -1.6479 0.3189
H 5.1293 2.1774 -2.1265
H 0.0664 3.1810 -0.8032
H -7.1653 -0.3723 -3.7857
H 4.6669 -4.7345 3.7162
C 5.4534 -1.2789 -2.0821
H -2.8590 1.7649 -3.5569
H 4.1830 0.9494 -1.2530
C 4.5100 0.4887 -3.3235
C 4.0511 0.1298 -5.5734
C -7.9455 3.1098 1.2840
C -6.8024 0.4613 -3.1898
C 1.8165 4.1405 -1.6327
H 3.5467 3.2868 -0.6641
H 5.5377 0.6161 -3.6958
C 0.2980 3.9443 -1.5446
C 11.5973 -0.4623 -0.1100
H 11.6054 -2.2102 1.1494
C 5.0920 -3.4024 2.0911
H 6.6137 -3.0165 -2.6621
C -8.9544 3.1973 2.2309
H 6.2485 -0.5353 6.8652
H 9.1415 -2.5002 0.9848
H 4.7915 -1.2239 8.7739
H -10.0698 -3.4934 1.3913
H -1.9475 4.2375 -4.1601
H -7.4036 1.2648 -1.2799
N -8.1363 3.3049 -0.0170
H 4.5985 -5.1181 6.9991
H -2.3133 -2.4555 0.4823

electronic energy	-2290.20981	hartree

Mulliken atomic charge list, values in e, 5 entries: 0.222 -0.161 0.045 0.263 -0.246